(1)
C21H31BaCl2OSSb | the ωB97M-V functional and the def2-TZVPD basis

- Total charge: +2
- DFT total energy: -67426.2268 eV
- Energy above the lowest of the compared OMol25 structures with the same formula, charge and spin: 26.3 kJ/mol
- LUMO level: -5.44 eV

Element x y z (Å)
Ba (-0.295, 1.052, -0.022)
Cl (-2.133, 3.866, 0.412)
C (-0.793, 4.927, 0.895)
Cl (0.795, 4.135, 0.716)
H (-0.920, 5.175, 1.943)
H (-0.802, 5.796, 0.246)
O (-0.158, -0.181, -1.935)
S (0.331, -1.275, -2.922)
C (1.945, -1.799, -2.207)
C (2.346, -0.991, -1.010)
C (1.755, -1.253, 0.228)
C (2.085, -0.494, 1.346)
C (3.019, 0.533, 1.239)
C (3.621, 0.784, 0.013)
C (3.290, 0.025, -1.105)
C (0.790, -0.319, -4.396)
C (1.912, 0.653, -4.204)
C (3.194, 0.339, -4.651)
C (4.237, 1.238, -4.476)
C (4.006, 2.454, -3.852)
C (2.726, 2.784, -3.422)
C (1.681, 1.890, -3.603)
H (2.672, -1.731, -3.015)
H (1.812, -2.847, -1.944)
H (1.023, -2.048, 0.327)
H (1.635, -0.722, 2.306)
H (3.296, 1.108, 2.112)
H (4.365, 1.565, -0.074)
H (3.764, 0.238, -2.053)
H (-0.156, 0.160, -4.660)
H (0.990, -1.062, -5.170)
H (3.371, -0.599, -5.163)
H (5.226, 0.998, -4.840)
H (4.814, 3.162, -3.731)
H (2.541, 3.752, -2.976)
H (0.669, 2.172, -3.331)
C (-2.737, -1.656, 4.853)
C (-1.672, -1.126, 3.909)
Sb (-2.289, -0.797, 1.877)
C (-4.370, -0.455, 2.168)
C (-4.631, 0.899, 2.813)
C (-2.319, -2.797, 1.099)
C (-2.785, -3.881, 2.052)
H (-2.326, -1.768, 5.856)
H (-3.116, -2.628, 4.542)
H (-3.588, -0.980, 4.927)
H (-0.816, -1.804, 3.857)
H (-1.283, -0.173, 4.277)
H (-4.756, -1.274, 2.776)
H (-4.852, -0.532, 1.192)
H (-4.108, 1.004, 3.765)
H (-5.693, 1.043, 3.011)
H (-4.308, 1.720, 2.169)
H (-1.317, -3.019, 0.724)
H (-2.967, -2.745, 0.220)
H (-2.120, -3.979, 2.911)
H (-2.811, -4.846, 1.548)
H (-3.789, -3.686, 2.430)

Cartesian forces, eV/Å:
0.56 1.42 0.50
0.06 -0.10 -0.02
0.03 0.08 0.02
-0.05 -0.07 -0.03
-0.01 0.06 -0.06
-0.01 0.00 0.08
0.07 -1.15 -1.37
-0.27 0.49 0.44
0.11 -0.06 -0.20
-0.14 -0.03 0.05
0.00 0.02 0.10
0.00 -0.13 0.08
-0.06 0.03 0.02
-0.01 0.03 -0.03
-0.09 0.16 0.05
0.10 -0.05 -0.05
-0.08 0.00 -0.06
-0.04 0.03 0.04
-0.02 -0.03 0.00
-0.03 0.07 0.04
-0.02 -0.03 0.00
0.03 0.01 0.01
0.07 -0.01 0.03
-0.06 -0.01 -0.04
0.06 -0.11 -0.04
0.04 -0.03 0.00
0.01 0.02 0.01
0.01 0.00 -0.01
0.02 -0.01 -0.04
0.02 0.02 0.05
0.09 -0.05 0.03
0.02 -0.03 -0.03
0.03 -0.03 -0.03
0.02 0.01 0.00
-0.01 0.01 0.00
0.02 -0.01 0.00
-0.16 -0.06 0.02
0.26 0.12 0.03
-0.40 -0.53 0.51
-0.14 -0.07 -0.10
-0.01 0.12 0.05
0.04 0.04 -0.26
-0.07 -0.07 0.19
0.01 -0.01 0.01
0.00 -0.01 0.01
-0.01 0.02 0.01
-0.03 -0.01 -0.01
-0.01 -0.02 -0.04
0.05 0.02 0.02
0.01 0.01 0.01
-0.01 0.00 0.01
-0.01 -0.03 -0.01
0.00 0.00 0.00
0.01 0.02 0.02
0.01 0.00 0.01
0.01 -0.01 -0.01
0.00 -0.03 -0.02
-0.01 0.00 -0.01

=====

(2)
C24H17Cl3F3FeN3O | the ωB97M-V functional and the def2-TZVPD basis

- Total charge: +1
- Spin multiplicity: 2
- DFT total energy: -111775.9326 eV
- Energy above the lowest of the compared OMol25 structures with the same formula, charge and spin: 21.4 kJ/mol
- LUMO level (spin up / spin down): -4.90 / -4.10 eV
- <S²>: 0.807

Element x y z (Å)
Fe (0.155, 1.157, -0.885)
F (0.111, -7.924, 1.433)
C (-0.757, -7.063, 1.983)
F (-0.614, -7.141, 3.319)
F (-1.998, -7.497, 1.696)
C (-0.550, -5.652, 1.496)
C (-1.393, -4.659, 1.980)
C (-1.244, -3.359, 1.539)
C (-0.253, -3.047, 0.605)
C (0.592, -4.049, 0.132)
C (0.444, -5.352, 0.580)
C (-0.112, -1.702, 0.125)
C (0.012, -0.565, -0.275)
H (-2.159, -4.906, 2.703)
H (-1.890, -2.576, 1.911)
H (1.363, -3.801, -0.585)
H (1.098, -6.132, 0.216)
N (-0.998, 2.200, 0.310)
C (-1.816, 2.729, 0.935)
N (-2.725, 3.307, 1.648)
C (-3.706, 4.246, 1.071)
C (-5.097, 3.732, 1.398)
O (-5.244, 3.545, 2.792)
C (-4.346, 2.575, 3.296)
C (-2.907, 3.010, 3.082)
H (-3.547, 4.324, -0.002)
H (-3.549, 5.222, 1.532)
H (-5.282, 2.789, 0.868)
H (-5.844, 4.461, 1.093)
H (-4.522, 1.607, 2.812)
H (-4.547, 2.479, 4.362)
H (-2.205, 2.235, 3.384)
H (-2.701, 3.922, 3.644)
Cl (-2.450, 2.157, -5.595)
C (-1.152, 0.993, -5.345)
Cl (-1.711, -0.652, -5.607)
Cl (0.242, 1.366, -6.344)
C (-0.729, 1.097, -3.933)
N (-0.401, 1.178, -2.843)
C (1.955, 1.466, -0.850)
C (3.138, 1.360, -1.106)
C (4.546, 1.290, -1.365)
C (5.160, 2.233, -2.189)
C (6.512, 2.128, -2.468)
C (7.255, 1.085, -1.931)
C (6.649, 0.150, -1.102)
C (5.298, 0.251, -0.815)
H (4.573, 3.044, -2.599)
H (6.988, 2.859, -3.107)
H (8.310, 1.002, -2.157)
H (7.231, -0.657, -0.679)
H (4.815, -0.465, -0.164)

Cartesian forces, eV/Å:
-0.25 0.09 0.12
-0.06 0.04 0.05
0.02 0.01 0.01
-0.01 -0.02 -0.07
0.08 0.01 0.02
-0.03 -0.04 -0.01
0.00 0.01 0.02
-0.01 0.00 0.04
0.00 0.10 -0.08
0.02 -0.03 -0.03
0.02 0.01 0.00
-0.01 -0.19 0.13
-0.05 0.41 -0.11
-0.01 0.00 -0.01
-0.01 -0.01 0.00
-0.01 -0.01 -0.01
0.00 0.00 -0.01
0.34 -0.23 -0.14
-0.06 -0.02 0.13
0.09 0.06 -0.04
-0.02 0.00 0.01
-0.04 -0.04 0.04
0.06 0.03 0.00
-0.06 0.00 -0.01
-0.01 -0.02 0.03
0.01 -0.02 0.00
0.03 0.00 -0.02
0.00 0.00 -0.01
-0.01 -0.01 0.00
0.00 0.00 0.00
-0.02 -0.01 0.00
0.01 0.00 -0.02
0.03 0.01 -0.01
-0.05 0.04 -0.02
0.04 0.01 0.22
-0.03 -0.08 -0.02
0.08 0.02 -0.07
-0.03 0.01 -0.16
0.26 -0.10 0.16
-0.49 -0.22 -0.22
0.31 0.26 0.10
-0.16 -0.11 0.02
0.02 0.06 -0.06
-0.01 0.01 0.01
-0.01 -0.01 0.00
-0.01 0.01 0.01
0.03 -0.01 0.04
0.00 -0.02 -0.03
-0.01 0.01 0.00
0.00 0.00 0.01
-0.01 0.00 0.00
0.01 -0.02 -0.02

=====

(3)
C5H4N | the ωB97M-V functional and the def2-TZVPD basis

- Total charge: +1
- DFT total energy: -6728.3399 eV
- Energy above the lowest of the compared OMol25 structures with the same formula, charge and spin: 0.0 kJ/mol
- LUMO level (spin up / spin down): -7.08 / -7.08 eV

Element x y z (Å)
C (-1.045, -0.547, 0.659)
C (-1.321, 0.267, -0.447)
C (0.265, -0.702, 0.956)
C (1.451, -0.368, 0.596)
C (0.885, 0.568, -0.690)
N (-0.301, 0.815, -1.103)
H (-1.846, -1.001, 1.219)
H (-2.331, 0.452, -0.777)
H (2.494, -0.466, 0.776)
H (1.749, 0.981, -1.189)

Cartesian forces, eV/Å:
-0.92 -0.34 0.38
0.05 -0.56 0.72
0.45 1.07 -1.36
-2.13 0.72 -1.14
0.32 -0.19 0.28
1.61 -0.58 0.89
-0.15 -0.08 0.08
-0.13 -0.04 0.08
0.50 0.06 -0.03
0.39 -0.05 0.10

=====

(4)
C28H84N7O11P | the ωB97M-V functional and the def2-TZVPD basis

- Total charge: +4
- DFT total energy: -72606.4805 eV
- Energy above the lowest of the compared OMol25 structures with the same formula, charge and spin: 260.6 kJ/mol
- LUMO level: -9.04 eV

Element x y z (Å)
P (0.171, 0.098, -0.595)
O (0.401, -1.318, 0.021)
O (-1.219, 0.662, -0.224)
O (0.349, 0.148, -2.132)
O (1.121, 1.137, 0.035)
C (3.414, 3.646, -0.457)
C (2.088, 4.299, 0.039)
C (2.031, 5.836, 0.038)
O (0.585, 6.125, 0.064)
C (0.335, 7.456, 0.560)
N (1.003, 3.745, -0.925)
H (1.304, 3.806, -1.887)
H (0.737, 2.775, -0.835)
H (0.106, 4.191, -0.796)
H (3.335, 2.560, -0.433)
H (4.267, 3.945, 0.153)
H (3.561, 4.027, -1.468)
H (1.830, 3.932, 1.032)
H (2.555, 6.169, -0.858)
H (2.483, 6.364, 0.878)
H (0.776, 7.610, 1.545)
H (-0.741, 7.554, 0.700)
H (0.579, 8.243, -0.154)
C (-3.958, -1.531, 2.541)
C (-2.511, -1.852, 2.321)
C (-2.072, -3.103, 3.122)
O (-0.734, -3.348, 2.749)
C (-0.358, -4.680, 2.821)
N (-2.218, -1.954, 0.829)
H (-2.640, -2.731, 0.341)
H (-2.468, -1.112, 0.331)
H (-1.255, -1.786, 0.577)
H (-4.349, -1.473, 3.556)
H (-4.679, -2.214, 2.092)
H (-4.161, -0.570, 2.067)
H (-1.902, -1.013, 2.657)
H (-2.802, -3.896, 2.962)
H (-2.115, -2.834, 4.177)
H (0.720, -4.758, 2.683)
H (-0.874, -5.315, 2.102)
H (-0.471, -5.034, 3.846)
C (1.244, -4.921, -0.286)
C (0.631, -4.482, -1.612)
C (-0.845, -4.527, -1.467)
O (-1.456, -4.087, -2.705)
C (-2.852, -4.321, -2.823)
N (1.124, -3.056, -1.894)
H (0.673, -2.601, -2.675)
H (0.743, -2.530, -1.121)
H (2.110, -2.848, -1.840)
H (1.397, -4.133, 0.451)
H (2.289, -5.158, -0.486)
H (0.731, -5.783, 0.141)
H (0.914, -5.071, -2.485)
H (-1.165, -3.960, -0.593)
H (-1.064, -5.576, -1.268)
H (-3.138, -3.810, -3.742)
H (-3.451, -3.784, -2.087)
H (-3.167, -5.364, -2.847)
C (2.045, -0.204, -4.868)
C (3.256, -0.218, -3.916)
C (4.530, 0.069, -4.699)
O (5.633, 0.062, -3.848)
C (6.955, -0.278, -4.353)
N (3.054, 0.748, -2.702)
H (3.831, 0.696, -2.059)
H (2.939, 1.685, -3.060)
H (2.160, 0.532, -2.283)
H (1.251, -0.581, -4.223)
H (2.199, -0.803, -5.765)
H (1.874, 0.813, -5.220)
H (3.298, -1.127, -3.315)
H (4.483, 0.974, -5.304)
H (4.705, -0.738, -5.410)
H (7.058, -1.256, -4.823)
H (7.688, -0.210, -3.549)
H (7.099, 0.436, -5.164)
C (-2.115, -0.976, -3.376)
C (-2.796, 0.458, -3.478)
C (-4.189, 0.520, -2.847)
O (-4.008, 0.077, -1.525)
C (-5.134, 0.225, -0.634)
N (-1.928, 1.408, -2.768)
H (-2.120, 1.345, -1.779)
H (-0.964, 1.105, -2.760)
H (-2.028, 2.367, -3.069)
H (-1.288, -1.095, -4.076)
H (-2.889, -1.669, -3.704)
H (-1.840, -1.111, -2.330)
H (-2.769, 0.792, -4.515)
H (-4.911, -0.121, -3.353)
H (-4.615, 1.522, -2.878)
H (-5.098, 1.192, -0.131)
H (-5.137, -0.549, 0.133)
H (-6.073, 0.244, -1.188)
C (2.967, -2.996, 3.122)
C (1.988, -1.798, 2.882)
C (1.746, -0.946, 4.168)
O (0.735, 0.068, 4.080)
C (0.320, 0.705, 5.297)
N (2.512, -0.937, 1.777)
H (1.905, -1.019, 0.973)
H (2.369, 0.030, 2.030)
H (3.472, -1.099, 1.510)
H (2.434, -3.863, 3.511)
H (3.821, -2.673, 3.718)
H (3.457, -3.361, 2.219)
H (1.004, -2.045, 2.482)
H (2.646, -0.377, 4.400)
H (1.442, -1.514, 5.047)
H (1.175, 1.044, 5.881)
H (-0.309, 0.029, 5.877)
H (-0.279, 1.613, 5.217)
C (-1.360, 4.059, 1.307)
C (-1.583, 2.952, 2.340)
C (-2.941, 2.256, 2.294)
O (-2.911, 1.181, 3.236)
C (-3.173, 1.542, 4.657)
N (-0.392, 1.986, 2.253)
H (0.568, 2.258, 2.404)
H (-0.471, 1.229, 2.917)
H (-0.284, 1.605, 1.324)
H (-0.400, 4.574, 1.331)
H (-2.075, 4.878, 1.383)
H (-1.632, 3.670, 0.325)
H (-1.275, 3.352, 3.306)
H (-3.021, 1.695, 1.363)
H (-3.836, 2.872, 2.386)
H (-4.160, 1.990, 4.773)
H (-2.402, 2.236, 4.995)
H (-3.155, 0.677, 5.319)

Cartesian forces, eV/Å:
-1.03 1.94 0.24
0.14 0.04 -0.26
-0.55 -0.96 0.03
0.89 -0.61 0.04
1.50 -0.14 0.34
-0.86 0.89 0.42
0.54 -1.07 -0.01
-1.75 -0.44 -0.57
1.89 0.42 -0.11
-1.04 0.10 -0.01
0.15 0.93 0.14
0.10 0.71 -0.38
0.86 -1.75 1.22
-0.14 1.18 -0.05
-0.14 0.06 -0.02
-0.09 0.11 -0.04
0.38 -0.17 -0.15
-0.16 -0.14 -0.16
-0.39 0.49 -0.32
0.28 -0.64 0.24
0.36 0.03 -0.15
-0.05 -0.28 -0.04
0.53 -0.17 0.01
-1.38 0.57 -0.71
0.20 -0.52 0.76
-0.08 1.46 -0.84
-0.43 0.61 -0.58
0.86 -1.03 0.97
-0.74 0.46 0.74
-0.05 -0.41 0.06
-1.35 1.15 -0.17
2.02 -1.08 0.30
0.80 0.12 0.27
0.35 -0.52 -0.36
-0.07 0.09 0.26
0.04 0.04 -0.13
0.37 -0.53 -0.24
-0.13 -0.01 0.14
-0.06 0.14 -0.48
-0.13 -0.09 0.06
-0.48 -0.41 0.02
1.54 -0.05 -0.62
0.94 0.40 0.01
-1.18 0.14 -1.63
0.72 -0.31 1.46
-0.46 0.76 -0.50
-1.07 -0.81 0.22
0.00 -0.13 -0.84
-0.43 1.31 1.35
0.41 -0.62 -0.45
-0.94 0.29 0.05
0.05 -0.72 -0.01
0.17 0.13 -0.04
0.16 -0.21 0.28
-0.18 0.30 0.05
-0.28 -0.14 -0.05
0.05 -0.52 -0.24
0.17 -0.03 0.66
0.38 -0.09 -0.01
0.41 0.17 1.34
0.20 0.23 -0.16
1.20 -0.96 0.10
0.41 -0.23 1.84
-0.79 0.75 -1.05
0.45 0.12 -2.33
0.40 0.05 0.06
0.40 0.53 -0.02
-1.39 -0.52 0.75
-0.62 0.23 -0.71
0.15 -0.23 0.32
-0.29 0.06 0.13
0.40 -0.52 -0.73
-0.30 0.43 0.09
-0.66 -0.26 -0.30
-0.59 -0.34 0.27
-0.35 0.33 -0.09
0.81 0.14 0.16
-1.57 1.29 -0.31
0.41 -1.33 -0.85
0.01 -0.33 -0.06
-0.15 -0.32 1.11
0.00 0.69 -0.61
-0.66 0.81 0.10
-0.24 -0.18 1.34
1.40 -0.51 -0.30
-0.14 0.24 -0.27
0.13 0.26 0.30
0.10 -0.14 0.29
0.07 -0.39 -0.28
-0.52 -0.22 -0.06
0.14 -0.15 -0.34
0.13 0.36 -0.01
0.22 0.17 0.09
0.08 -0.13 -0.40
-0.06 -0.43 -0.02
-0.56 0.71 -0.33
-0.48 -0.24 0.76
0.15 0.71 0.78
-0.93 0.71 -1.84
0.57 -0.59 0.94
0.36 0.78 0.87
-0.95 -0.48 -1.16
0.31 0.67 -0.03
0.41 -0.01 0.21
0.25 0.31 0.49
-0.28 -0.15 0.56
-0.36 0.18 -0.50
0.05 -0.71 0.30
0.56 -0.39 0.24
0.54 -0.80 -0.25
0.20 -0.36 0.13
0.24 -0.22 0.17
-0.02 -0.05 -1.16
-1.04 -0.02 -0.22
2.07 1.78 0.53
1.00 -1.80 0.49
-0.40 0.13 1.81
0.10 0.31 -1.12
-0.86 -0.65 -0.52
0.06 1.45 0.46
-0.53 -0.76 0.19
-0.47 -0.91 -1.17
0.05 -0.47 0.06
-0.21 -0.07 0.61
0.48 -0.25 -0.33
-1.27 0.48 0.36
0.08 0.34 -0.42
0.37 0.52 0.26
0.03 0.15 -0.22
-0.13 0.14 0.07
0.20 -0.31 -0.58

=====

(5)
C5H7N3 | the ωB97M-V functional and the def2-TZVPD basis

- Total charge: 0
- DFT total energy: -9762.2191 eV
- Energy above the lowest of the compared OMol25 structures with the same formula, charge and spin: 691.7 kJ/mol
- Structure (SMILES): N/C=C1/C=NN2C[C@@H]12
- LUMO level: 0.78 eV

Element x y z (Å)
N (0.748, -1.654, -1.277)
C (-0.470, -1.296, -0.550)
C (-0.776, -0.052, -0.118)
C (-1.638, 0.334, 0.949)
N (-1.308, 1.566, 1.124)
N (-0.082, 2.058, 0.523)
C (0.983, 1.177, 0.877)
C (0.310, 0.860, -0.326)
H (0.510, -2.263, -1.871)
H (1.371, -0.712, -1.469)
H (-1.024, -2.365, -0.192)
H (-2.375, -0.423, 1.143)
H (1.016, 0.174, 1.641)
H (2.101, 1.522, 0.958)
H (0.635, 1.074, -1.414)

Cartesian forces, eV/Å:
1.33 9.76 7.31
0.01 -3.75 0.43
1.97 -5.07 -1.49
2.53 1.81 -3.37
-2.26 1.62 3.89
-1.86 -1.47 0.26
5.50 -3.20 3.55
-0.18 2.36 -3.97
-1.19 -5.64 -6.48
-2.17 -3.85 -0.13
1.08 3.32 -1.17
-1.02 0.90 1.29
-1.02 3.20 -1.46
-2.47 0.14 -0.63
-0.27 -0.15 1.96

=====

(6)
C3H9NO2 | the ωB97M-V functional and the def2-TZVPD basis

- Total charge: 0
- DFT total energy: -8836.5864 eV
- Energy above the lowest of the compared OMol25 structures with the same formula, charge and spin: 614.5 kJ/mol
- LUMO level: -1.94 eV

Element x y z (Å)
C (0.660, 1.570, -0.279)
C (-0.618, 0.980, -0.876)
N (-0.954, -1.481, -2.067)
H (1.419, 0.707, -0.555)
H (0.828, 2.450, -0.759)
H (0.204, 1.505, 0.758)
H (-1.497, 0.729, -0.363)
H (-0.853, 1.067, -1.827)
H (-1.673, -1.049, -1.453)
H (0.001, -1.480, -1.610)
H (-1.025, -0.726, -2.751)
O (-0.448, -0.551, 0.564)
C (0.592, -0.647, 1.281)
O (0.969, 0.206, 2.100)
H (1.299, -1.493, 0.969)

Cartesian forces, eV/Å:
-3.45 -4.92 0.67
2.17 0.41 4.07
-0.21 1.41 0.34
-1.00 2.19 0.92
0.96 2.68 -1.12
2.35 0.93 -0.56
-0.90 0.80 1.30
-0.10 -0.20 -5.07
0.94 -1.46 0.52
-1.86 0.24 -0.54
0.97 -0.72 -0.79
-1.19 -0.87 -0.76
2.22 0.68 0.59
-0.27 -1.64 -0.37
-0.64 0.45 0.81